DFT (wB97M-V/def2-TZVPD) results for C25H26AsCl6MoNO4Si2 as an isolated structure.

Last column: Löwdin charge in e.
Element x y z (Å)
Mo 0.0035 0.1691 -0.0937  1.328
Cl 1.4863 -2.2013 1.0016  0.737
C 1.0344 -2.5713 -0.6441  -0.683
C 0.3095 -1.5914 -1.3149  -0.425
C -0.1502 -1.9677 -2.5767  -0.728
Cl -1.1102 -0.8581 -3.5122  0.683
C 0.1182 -3.2212 -3.1331  -0.717
Cl -0.4941 -3.6490 -4.6859  0.691
C 0.9006 -4.1418 -2.4402  -0.713
Cl 1.2887 -5.6652 -3.1356  0.686
C 1.3636 -3.8129 -1.1681  -0.712
Cl 2.2956 -4.9379 -0.2627  0.693
O -2.9992 2.9789 -0.1682  0.098
C -2.3225 1.9802 -0.2709  -0.570
O -1.0275 1.9266 -0.1873  -0.267
C -2.9616 0.6386 -0.5156  -0.173
C -4.3306 0.5013 -0.6493  0.026
C -4.8518 -0.7729 -0.7830  -0.029
C -3.9893 -1.8574 -0.7544  -0.027
C -2.6320 -1.6315 -0.6290  -0.112
N -2.1264 -0.4009 -0.5384  -0.024
H -4.9403 1.3930 -0.6275  0.127
H -5.9179 -0.9226 -0.8936  0.115
H -4.3537 -2.8717 -0.8345  0.114
H -1.9220 -2.4463 -0.6098  0.118
Cl 2.1947 2.0464 6.7950  0.664
C 1.9321 1.6544 5.1240  -0.668
C 2.9799 1.8573 4.2038  -0.077
C 2.8149 1.5672 2.8798  0.012
C 1.5820 1.0592 2.3967  -0.336
O 1.4616 0.8277 1.1295  -0.309
C 0.5479 0.8382 3.3379  -0.129
C -0.6921 0.2803 2.9307  -0.144
O -0.9699 -0.1003 1.7804  -0.146
C 0.7389 1.1554 4.7034  -0.056
H 3.9208 2.2511 4.5652  0.110
H 3.6110 1.7245 2.1649  0.125
H -1.4726 0.1639 3.6914  0.142
H -0.0690 0.9911 5.4058  0.119
C 3.8088 1.6166 -4.2764  -0.223
Si 2.0912 0.8737 -4.1471  0.237
C 0.9258 1.7748 -5.3032  -0.220
C 2.3025 -0.9213 -4.6213  -0.217
As 1.3289 1.1980 -1.9424  0.854
Si 1.1037 3.5443 -1.7067  0.278
C -0.4956 4.1382 -2.4862  -0.205
C 1.2469 3.9707 0.1103  -0.217
C 2.5097 4.4686 -2.5514  -0.235
H 4.1372 1.5414 -5.3175  0.035
H 4.5085 1.0407 -3.6662  0.034
H 3.8753 2.6600 -3.9758  -0.004
H 1.1702 1.5130 -6.3361  0.035
H 1.0343 2.8561 -5.1945  0.017
H -0.1184 1.5179 -5.1224  0.009
H 2.9119 -0.9434 -5.5302  0.039
H 1.3732 -1.4372 -4.8397  -0.017
H 2.8407 -1.4733 -3.8471  0.038
H -1.2916 3.3953 -2.4493  0.014
H -0.3206 4.4047 -3.5312  0.022
H -0.8551 5.0280 -1.9637  0.039
H 0.4977 3.4804 0.7281  0.011
H 1.1268 5.0536 0.2127  0.037
H 2.2412 3.7081 0.4793  0.026
H 2.4411 4.4477 -3.6407  0.017
H 3.4942 4.1016 -2.2574  0.025
H 2.4408 5.5157 -2.2400  0.033

LUMO level (alpha / beta) = -1.22 / -1.26 eV
HOMO-LUMO gap (alpha / beta) = 0.222 / 0.228 hartree
relative energy (zero: lowest compared OMol25 entry of this formula, charge and spin) = 4.2 kJ/mol

DFT (wB97M-V/def2-TZVPD) results for C25H26AsFN2O3PtS as an isolated structure.

Last column: Löwdin charge in e.
Element x y z (Å)
Pt -0.0734 0.0307 0.0055  1.259
C 4.2163 -3.5291 -5.5458  -0.028
C 3.8518 -2.8819 -4.2669  -0.229
C 2.7264 -3.3084 -3.5444  0.002
C 2.4269 -2.7651 -2.3124  -0.037
C 3.2407 -1.7639 -1.8008  -0.270
C 4.3352 -1.2889 -2.5091  -0.045
C 4.6347 -1.8410 -3.7377  0.001
S 2.9782 -1.2202 -0.1234  0.674
O 4.2323 -0.8974 0.4711  -0.248
O 2.1589 -2.2085 0.5364  -0.367
N 2.0190 0.1578 -0.1907  -0.124
C 2.4670 1.4276 -0.1868  -0.200
C 3.8487 1.8239 -0.2202  0.091
C 4.1687 3.1505 -0.2585  0.017
C 3.1703 4.1375 -0.2674  0.118
C 1.8006 3.7975 -0.1998  -0.124
C 0.7721 4.7543 -0.1609  0.102
C -0.5634 4.3045 -0.0920  0.026
C -0.8392 2.9746 -0.0141  -0.002
N 0.1517 2.0002 -0.0370  -0.046
C 1.4561 2.4259 -0.1429  -0.136
H 3.7574 -4.5083 -5.6484  0.090
H 5.2967 -3.6127 -5.6483  0.096
H 3.8686 -2.9256 -6.3888  0.105
H 2.1021 -4.0907 -3.9485  0.127
H 1.5966 -3.1242 -1.7215  0.111
H 4.9645 -0.5260 -2.0765  0.112
H 5.4972 -1.4926 -4.2873  0.129
H 4.5999 1.0544 -0.1638  0.111
H 5.2062 3.4468 -0.2691  0.137
H 3.4396 5.1804 -0.3079  0.146
H 1.0046 5.8041 -0.1499  0.142
H -1.3737 5.0158 -0.0869  0.136
H -1.8527 2.6176 0.0777  0.117
F -6.1300 0.0033 -0.2112  0.103
C -4.8089 0.0687 -0.1547  -0.273
C -4.0721 -0.1372 -1.3179  0.013
C -2.6974 -0.0075 -1.2606  -0.109
C -2.0667 0.2487 -0.0417  -0.384
C -2.8207 0.4464 1.1169  -0.150
C -4.1988 0.3529 1.0665  0.005
H -4.5816 -0.3865 -2.2374  0.129
H -2.1155 -0.1263 -2.1658  0.102
H -2.3363 0.6715 2.0600  0.101
H -4.8058 0.4874 1.9478  0.127
C 0.1689 -4.6238 1.1497  -0.160
As -0.1738 -2.8004 1.7054  1.077
C -1.9329 -2.7313 2.5574  -0.178
C 1.0250 -2.1728 3.1111  -0.179
O -0.4077 -1.9063 0.2880  -0.649
H 0.0802 -5.2939 2.0062  0.056
H 1.1761 -4.6851 0.7346  0.041
H -0.5729 -4.8892 0.3909  0.059
H -2.0077 -3.5442 3.2816  0.049
H -2.7260 -2.8341 1.8166  0.050
H -2.0558 -1.7774 3.0777  0.038
H 0.5972 -2.5045 4.0609  0.054
H 1.1074 -1.0841 3.1028  0.043
H 2.0133 -2.6083 2.9766  0.042

LUMO level (alpha / beta) = -10.02 / -10.02 eV
HOMO-LUMO gap (alpha / beta) = 0.128 / 0.131 hartree
net charge = +2
relative energy (zero: lowest compared OMol25 entry of this formula, charge and spin) = 134.2 kJ/mol

DFT (wB97M-V/def2-TZVPD) results for C25H26BrFHgN2OS3 as an isolated structure.

Last column: Löwdin charge in e.
Element x y z (Å)
Hg -0.3509 -0.6595 -0.0274  0.743
C -1.2628 2.7150 -4.4921  -0.046
C -1.9572 2.1741 -3.2788  -0.255
C -2.9899 2.8808 -2.6498  -0.014
C -3.5943 2.3276 -1.5226  -0.112
C -3.1181 1.1177 -1.0839  -0.779
Br -3.9074 0.2925 0.4479  0.723
N -2.1448 0.4145 -1.6525  -0.051
C -1.5813 0.9599 -2.7428  -0.119
H -1.8082 3.5631 -4.9053  0.072
H -1.1761 1.9399 -5.2543  0.081
H -0.2551 3.0426 -4.2297  0.088
H -3.3127 3.8389 -3.0267  0.110
H -4.3933 2.8324 -1.0014  0.098
H -0.7821 0.3776 -3.1805  0.086
C -4.0057 -3.8090 -2.4057  -0.242
S -3.3214 -2.5144 -1.2525  0.736
C -3.8528 -3.3788 0.2861  -0.256
O -1.8712 -2.6844 -1.3134  -0.597
H -3.4559 -4.7363 -2.2898  0.048
H -3.8762 -3.4311 -3.4151  0.037
H -5.0606 -3.9513 -2.2021  0.037
H -4.9365 -3.3979 0.3133  0.042
H -3.4781 -2.7991 1.1225  0.024
H -3.4302 -4.3780 0.3119  0.054
S 1.5649 -0.8729 -1.9100  0.475
C 2.7510 0.0650 -1.1057  -0.830
N 3.2864 -0.4765 0.0543  -0.006
C 4.3248 0.1315 0.7212  -0.152
C 4.8197 1.3152 0.2762  -0.139
C 4.2842 1.9113 -0.8801  -0.141
C 3.2671 1.2532 -1.5741  -0.155
H 2.8325 -1.2948 0.4402  0.105
H 4.6983 -0.3923 1.5874  0.101
H 5.6159 1.7997 0.8213  0.091
H 4.6492 2.8657 -1.2179  0.075
H 2.8615 1.6652 -2.4843  0.086
S -0.2645 1.9611 0.3605  0.524
C 1.1700 2.4545 1.1948  -0.729
C 1.7168 3.6994 0.8763  -0.156
C 2.7864 4.2001 1.5858  -0.120
C 3.3318 3.4762 2.6350  -0.133
C 2.8110 2.2281 2.9383  -0.122
C 1.7493 1.7131 2.2225  -0.141
H 1.2815 4.2633 0.0644  0.086
H 3.1939 5.1690 1.3257  0.091
H 4.1539 3.8845 3.2093  0.086
H 3.2322 1.6565 3.7564  0.096
H 1.3506 0.7334 2.4595  0.080
F 0.1798 -4.9342 4.7479  0.013
C -0.0070 -4.0315 3.7373  -0.298
C -0.2685 -2.7148 4.0604  -0.046
C -0.4302 -1.7994 3.0299  -0.158
C -0.3083 -2.1626 1.6844  -0.262
C -0.0659 -3.5132 1.4152  -0.160
C 0.0773 -4.4542 2.4256  -0.044
H -0.3444 -2.4246 5.0991  0.106
H -0.6538 -0.7718 3.2955  0.085
H 0.0230 -3.8413 0.3873  0.083
H 0.2526 -5.4986 2.2052  0.105

LUMO level (alpha / beta) = 2.10 / 2.10 eV
HOMO-LUMO gap (alpha / beta) = 0.133 / 0.216 hartree
multiplicity = 2
net charge = -1
expectation value of S² = 0.772
relative energy (zero: lowest compared OMol25 entry of this formula, charge and spin) = 62.0 kJ/mol

DFT (wB97M-V/def2-TZVPD) results for C25H26BrIN3O2S2Zn as an isolated structure.

Last column: Löwdin charge in e.
Element x y z (Å)
Zn -0.2962 -0.4867 -0.6255  0.495
C -2.3453 -3.8187 -2.3328  -0.076
C -0.9969 -4.2365 -1.7540  -0.379
C -1.0742 -5.7131 -1.3452  -0.048
C -0.5748 -3.4354 -0.5450  -0.218
C -1.4301 -2.5195 0.0906  -0.098
C -1.0938 -1.9970 1.3498  -0.069
C 0.1433 -2.2557 1.9314  -0.269
C 0.5178 -1.6140 3.2293  -0.020
C 1.0209 -3.0921 1.2498  -0.011
C 0.6589 -3.6842 0.0532  -0.050
H -2.5672 -4.4262 -3.2069  0.089
H -2.3493 -2.7748 -2.6430  0.036
H -3.1349 -3.9818 -1.6021  0.089
H -0.2351 -4.1329 -2.5362  0.137
H -1.7608 -5.8292 -0.5106  0.095
H -0.1030 -6.0979 -1.0508  0.076
H -1.4402 -6.3066 -2.1774  0.085
H -2.4441 -2.3800 -0.2615  0.099
H -1.8264 -1.4100 1.8884  0.127
H 0.9842 -0.6480 3.0226  0.076
H 1.2288 -2.2227 3.7836  0.089
H -0.3678 -1.4316 3.8345  0.090
H 1.9957 -3.2944 1.6706  0.131
H 1.3513 -4.3625 -0.4189  0.125
N 1.0865 5.4559 4.9300  0.135
C 0.9327 4.6061 3.8912  -0.307
C -0.2128 3.7986 3.7922  -0.013
C -0.3626 2.9284 2.7376  -0.055
C 0.6166 2.8616 1.7559  -0.301
C 1.7702 3.6300 1.8444  -0.055
C 1.9218 4.5015 2.8967  -0.009
S 0.5765 1.5323 0.6139  0.672
O 0.3537 1.8270 -0.8037  -0.324
O -0.5104 0.5989 0.9981  -0.396
N 2.0080 0.8769 0.8290  -0.119
C 2.3780 -0.1204 0.0730  -0.734
S 4.0517 -0.5808 0.0158  1.094
C 3.6575 -1.7799 -1.1754  -0.368
C 2.3397 -1.7829 -1.4339  -0.284
N 1.6042 -0.8572 -0.7263  -0.093
H 0.3978 5.5142 5.6582  0.109
H 1.9151 6.0169 5.0155  0.109
H -0.9550 3.8475 4.5739  0.116
H -1.2160 2.2733 2.6601  0.114
H 2.5424 3.5108 1.1009  0.120
H 2.8192 5.0929 2.9921  0.117
H 4.4183 -2.4038 -1.5932  0.069
H 1.8370 -2.4126 -2.1470  0.092
Br -2.8242 0.5933 -1.4120  0.859
C -2.0716 1.9156 -2.5556  -0.692
C -2.5671 3.2099 -2.5147  -0.103
C -1.9734 4.1945 -3.2883  -0.053
C -0.8797 3.8877 -4.0810  -0.056
C -0.4104 2.5866 -4.1548  -0.130
C -1.0207 1.6000 -3.4011  -0.684
I -0.3366 -0.4012 -3.5653  1.126
H -3.4188 3.4375 -1.8920  0.110
H -2.3613 5.2025 -3.2669  0.116
H -0.3873 4.6524 -4.6632  0.116
H 0.4203 2.3374 -4.7977  0.104

LUMO level = -2.60 eV
HOMO-LUMO gap = 0.298 hartree
net charge = +1